One molecule with the formula C20H29F3N2OS. Source: the OMol25 dataset; level of theory: ωB97M-V/def2-TZVPD.

Summary:
total charge = 0
largest force on an atom = 0.602 eV Å⁻¹
energy above the lowest of the compared OMol25 structures with the same formula, charge and spin = 0.0000 eV
SMILES string = CSCCC(=O)N(C)C[C@H]1CCCN(CCc2cccc(C(F)(F)F)c2)C1

Last column: Löwdin charge in e.
CARTESIAN COORDINATES (ANGSTROEM)
C  -5.561  -0.030  -0.581  -0.393
S  -4.754  1.326  0.321  0.806
C  -3.914  0.369  1.623  -0.463
C  -2.620  -0.304  1.169  -0.168
C  -1.526  0.746  1.021  -0.482
O  -0.910  1.102  2.013  0.043
N  -1.291  1.293  -0.188  -0.077
C  -1.913  0.941  -1.442  -0.063
C  -0.390  2.430  -0.269  -0.113
C  1.041  2.035  -0.663  -0.276
C  1.742  3.148  -1.441  -0.169
C  3.168  2.711  -1.761  -0.176
C  3.909  2.341  -0.479  -0.202
N  3.203  1.277  0.206  -0.166
C  3.938  0.686  1.310  -0.180
C  4.029  -0.844  1.140  -0.125
C  2.663  -1.455  1.109  -0.225
C  2.018  -1.835  2.280  -0.022
C  0.744  -2.371  2.250  -0.054
C  0.086  -2.537  1.044  -0.027
C  0.718  -2.140  -0.126  -0.115
C  0.037  -2.327  -1.447  -0.576
F  0.414  -3.462  -2.068  0.142
F  -1.305  -2.393  -1.350  0.120
F  0.292  -1.332  -2.315  0.131
C  1.998  -1.607  -0.100  0.028
C  1.868  1.705  0.580  -0.155
H  -6.244  -0.550  0.085  0.032
H  -6.114  0.423  -1.397  0.029
H  -4.817  -0.715  -0.976  0.025
H  -3.699  1.083  2.417  0.079
H  -4.630  -0.368  1.988  0.076
H  -2.297  -0.970  1.972  0.114
H  -2.783  -0.896  0.272  0.080
H  -2.743  1.617  -1.666  0.067
H  -2.285  -0.078  -1.437  0.066
H  -1.170  1.019  -2.236  0.090
H  -0.379  2.914  0.711  0.130
H  -0.803  3.128  -1.002  0.128
H  1.005  1.142  -1.295  0.133
H  1.202  3.367  -2.364  0.115
H  1.762  4.057  -0.835  0.122
H  3.138  1.837  -2.414  0.115
H  3.706  3.508  -2.276  0.109
H  4.913  1.988  -0.728  0.120
H  4.007  3.242  0.156  0.127
H  3.459  0.913  2.271  0.126
H  4.956  1.086  1.343  0.117
H  4.608  -1.254  1.968  0.115
H  4.548  -1.055  0.205  0.117
H  2.522  -1.710  3.227  0.118
H  0.259  -2.664  3.168  0.109
H  -0.902  -2.969  1.008  0.116
H  2.476  -1.299  -1.017  0.130
H  1.381  0.906  1.139  0.110
H  1.903  2.598  1.230  0.142